No. 1
This record from the Open Molecules 2025 dataset describes a molecular structure, C33H36BrCl5N3O4SSiV. The level of theory is wB97M-V/def2-TZVPD.

Positions of all 85 atoms, in Å:
V (-1.88, -0.27, 0.07)
Cl (-4.07, 0.48, -2.93)
C (-4.47, -0.74, -1.79)
C (-3.60, -0.97, -0.73)
C (-4.14, -1.68, 0.33)
Cl (-3.21, -1.49, 1.76)
C (-5.37, -2.33, 0.30)
Cl (-5.94, -3.22, 1.64)
C (-6.14, -2.21, -0.86)
Cl (-7.62, -3.06, -1.00)
C (-5.71, -1.37, -1.89)
Cl (-6.73, -1.09, -3.25)
Br (3.14, 1.11, 7.19)
C (2.04, 2.45, 6.39)
C (2.58, 3.69, 6.08)
C (1.78, 4.64, 5.47)
C (0.46, 4.33, 5.12)
C (-0.07, 3.08, 5.48)
C (0.71, 2.15, 6.12)
N (-0.27, 5.32, 4.51)
N (-1.18, 5.20, 3.67)
C (-1.51, 4.19, 2.84)
C (-2.82, 4.26, 2.31)
C (-3.35, 3.31, 1.48)
C (-2.58, 2.18, 1.12)
O (-2.90, 1.21, 0.35)
C (-1.24, 2.11, 1.60)
N (-0.59, 1.02, 1.18)
C (0.70, 0.90, 1.48)
C (1.41, 1.93, 2.09)
C (0.75, 3.06, 2.51)
C (-0.65, 3.14, 2.37)
H (3.61, 3.90, 6.32)
H (2.18, 5.61, 5.22)
H (-1.10, 2.86, 5.25)
H (0.29, 1.19, 6.38)
H (-3.41, 5.11, 2.62)
H (-4.35, 3.41, 1.09)
H (1.17, -0.02, 1.19)
H (2.47, 1.82, 2.24)
H (1.30, 3.90, 2.92)
C (1.23, 0.74, -3.51)
C (-0.18, 0.57, -2.95)
C (-0.80, 1.93, -2.61)
C (-1.02, -0.21, -3.96)
O (-0.14, -0.16, -1.73)
Si (0.65, -1.58, -1.45)
S (-0.42, -1.99, 0.34)
O (2.27, -1.50, -1.47)
C (3.41, -1.16, -0.69)
C (3.31, -1.78, 0.70)
C (3.58, 0.37, -0.64)
C (4.62, -1.78, -1.40)
O (0.28, -2.62, -2.62)
C (0.64, -3.99, -2.81)
C (1.72, -4.04, -3.89)
C (1.16, -4.61, -1.53)
C (-0.64, -4.71, -3.27)
H (1.18, 1.30, -4.44)
H (1.67, -0.23, -3.69)
H (1.85, 1.28, -2.80)
H (-1.00, 2.49, -3.51)
H (-0.11, 2.50, -1.98)
H (-1.73, 1.78, -2.06)
H (-1.37, 0.45, -4.76)
H (-1.88, -0.65, -3.46)
H (-0.44, -1.01, -4.39)
H (2.59, -1.26, 1.33)
H (4.27, -1.77, 1.20)
H (2.97, -2.81, 0.60)
H (2.65, 0.85, -0.34)
H (3.86, 0.73, -1.63)
H (4.37, 0.63, 0.06)
H (4.58, -2.86, -1.32)
H (5.54, -1.42, -0.94)
H (4.64, -1.50, -2.45)
H (2.55, -3.41, -3.58)
H (1.34, -3.69, -4.84)
H (2.08, -5.06, -4.01)
H (2.13, -4.18, -1.27)
H (1.28, -5.69, -1.65)
H (0.47, -4.42, -0.71)
H (-1.03, -4.25, -4.17)
H (-1.39, -4.64, -2.49)
H (-0.42, -5.75, -3.46)

Calculated values
total charge: 0
LUMO (alpha / beta): -0.96 / -1.16 eV
expectation value of S²: 2.04
2S+1: 3
highest occupied orbital energy (alpha / beta): -0.274 / -0.279 hartree
M: 906.934 g mol⁻¹
HOMO-LUMO gap (alpha / beta): 6.502 / 6.425 eV
calculated total energy: -8251.1675 Eh

=====

No. 2
This record from the Open Molecules 2025 dataset describes a gas-phase ion, C6H12N (charge +1). The level of theory is wB97M-V/def2-TZVPD.

Positions of all 19 atoms, in Å:
C (1.71, -1.38, 1.69)
C (0.66, -0.98, 0.99)
C (0.73, -0.21, -0.28)
C (1.50, -0.57, -1.30)
C (0.13, 1.20, -0.26)
C (-1.35, 1.18, 0.12)
N (-2.04, 0.09, -0.66)
H (2.73, -1.07, 1.51)
H (1.53, -1.82, 2.67)
H (-0.33, -1.17, 1.40)
H (1.34, -0.03, -2.22)
H (2.32, -1.27, -1.30)
H (0.31, 1.62, -1.25)
H (0.72, 1.74, 0.47)
H (-1.53, 1.05, 1.19)
H (-1.85, 2.10, -0.15)
H (-1.50, -0.78, -0.65)
H (-3.00, -0.06, -0.35)
H (-2.09, 0.36, -1.64)

Calculated values
total charge: +1
LUMO: -3.63 eV
2S+1: 1
highest occupied orbital energy: -0.476 hartree
M: 98.169 g mol⁻¹
SMILES: C=CC(=C)CC[NH3+]
HOMO-LUMO gap: 9.324 eV
calculated total energy: -290.2673 Eh

=====

No. 3
This record from the Open Molecules 2025 dataset describes a single C2H5FN2O molecule. The level of theory is wB97M-V/def2-TZVPD.

Positions of all 11 atoms, in Å:
H (-0.45, 1.84, 0.05)
N (0.40, 1.40, 0.22)
C (0.08, 0.16, 0.20)
C (-1.18, -0.48, 0.18)
F (-2.33, 0.30, -0.43)
N (1.12, -0.68, 0.21)
O (2.32, 0.06, -0.42)
H (-1.64, -0.76, 1.08)
H (-1.09, -1.57, -0.28)
H (0.81, -1.38, -0.60)
H (1.96, 1.10, -0.23)

Calculated values
total charge: 0
LUMO: 0.25 eV
2S+1: 1
highest occupied orbital energy: -0.371 hartree
M: 92.073 g mol⁻¹
SMILES: [H]/N=C(\CF)NO
HOMO-LUMO gap: 10.341 eV
calculated total energy: -363.6858 Eh

=====

No. 4
This record from the Open Molecules 2025 dataset describes a molecular structure, C8H30BrN2O6. The level of theory is wB97M-V/def2-TZVPD.

Positions of all 47 atoms, in Å:
Br (0.58, -0.38, 0.93)
O (-0.59, 2.09, 1.05)
H (-0.11, 2.37, 1.83)
H (-0.46, 1.14, 1.02)
O (3.35, -0.36, 0.18)
H (3.02, -0.18, -0.70)
H (2.56, -0.40, 0.72)
O (0.75, -2.75, 2.07)
H (-0.02, -2.52, 1.55)
H (1.46, -2.23, 1.68)
O (-1.59, -0.08, -0.72)
H (-0.74, -0.31, -0.35)
H (-1.63, 0.88, -0.63)
C (2.35, 2.11, -1.98)
C (1.65, 0.78, -2.37)
C (2.24, 0.07, -3.61)
O (1.70, -1.24, -3.90)
C (2.50, -1.96, -4.89)
N (1.67, -0.01, -1.16)
H (2.05, 2.39, -0.98)
H (2.17, 2.89, -2.72)
H (3.44, 2.02, -1.90)
H (0.60, 0.99, -2.53)
H (3.31, -0.05, -3.41)
H (2.17, 0.73, -4.47)
H (2.47, -1.25, -5.72)
H (2.03, -2.92, -5.11)
H (3.47, -2.18, -4.45)
H (1.21, 0.36, -0.34)
H (1.19, -0.87, -1.35)
C (-0.98, -0.18, 3.75)
C (-2.04, -0.92, 2.93)
C (-2.83, 0.08, 2.02)
O (-3.77, 0.84, 2.82)
C (-4.64, 1.52, 1.94)
N (-1.16, -1.77, 2.16)
H (-0.13, 0.07, 3.11)
H (-0.69, -0.71, 4.66)
H (-1.48, 0.72, 4.09)
H (-2.73, -1.45, 3.58)
H (-3.45, -0.49, 1.33)
H (-2.19, 0.82, 1.55)
H (-4.16, 2.19, 1.22)
H (-5.26, 2.13, 2.60)
H (-5.26, 0.88, 1.31)
H (-0.43, -1.12, 1.90)
H (-1.59, -1.75, 1.25)

Calculated values
total charge: -1
LUMO: 3.04 eV
2S+1: 1
highest occupied orbital energy: -0.167 hartree
M: 330.240 g mol⁻¹
HOMO-LUMO gap: 7.578 eV
calculated total energy: -3457.4948 Eh

=====

No. 5
This record from the Open Molecules 2025 dataset describes a molecular structure, C33H57N7O7RbS. The level of theory is wB97M-V/def2-TZVPD.

Positions of all 106 atoms, in Å:
Rb (0.77, -2.05, -0.09)
C (2.59, 3.98, -0.58)
C (1.54, 3.10, -1.27)
C (0.20, 3.83, -1.36)
C (-0.90, 3.18, -2.23)
C (-2.08, 4.16, -2.26)
C (-0.41, 2.91, -3.65)
N (-1.33, 1.89, -1.60)
C (-2.65, 1.37, -2.01)
C (-2.86, -0.04, -1.48)
N (-2.61, -0.21, -0.06)
C (-2.33, -1.60, 0.26)
C (-1.52, -1.75, 1.57)
O (-1.81, -2.71, 2.30)
O (-0.60, -0.90, 1.74)
C (-3.57, 0.38, 0.89)
C (-5.03, 0.17, 0.47)
C (-3.33, 1.86, 1.23)
C (-2.04, 2.25, 1.97)
C (-2.06, 3.77, 2.13)
C (-2.00, 1.58, 3.35)
N (-0.90, 1.85, 1.12)
C (0.42, 2.28, 1.57)
C (1.52, 1.60, 0.75)
N (1.41, 1.75, -0.70)
C (2.22, 0.79, -1.44)
C (1.40, 0.14, -2.57)
O (1.94, -0.02, -3.68)
O (0.20, -0.18, -2.27)
H (2.76, 4.88, -1.16)
H (3.54, 3.44, -0.50)
H (2.27, 4.27, 0.42)
H (1.88, 2.95, -2.30)
H (0.39, 4.81, -1.79)
H (-0.21, 3.99, -0.36)
H (-1.72, 5.13, -2.61)
H (-2.51, 4.29, -1.26)
H (-2.86, 3.82, -2.94)
H (0.05, 3.82, -4.05)
H (-1.23, 2.63, -4.31)
H (0.32, 2.11, -3.70)
H (-1.24, 1.96, -0.54)
H (-0.62, 1.14, -1.80)
H (-2.70, 1.33, -3.10)
H (-3.43, 2.05, -1.67)
H (-2.14, -0.69, -1.99)
H (-3.87, -0.37, -1.80)
H (-1.70, -2.00, -0.54)
H (-3.22, -2.23, 0.31)
H (-3.43, -0.18, 1.82)
H (-5.31, 0.84, -0.35)
H (-5.70, 0.39, 1.31)
H (-5.21, -0.86, 0.16)
H (-4.17, 2.17, 1.87)
H (-3.41, 2.47, 0.32)
H (-2.98, 4.07, 2.64)
H (-2.03, 4.27, 1.16)
H (-1.22, 4.12, 2.72)
H (-2.98, 1.64, 3.83)
H (-1.28, 2.09, 4.00)
H (-1.70, 0.54, 3.27)
H (-0.88, 0.82, 1.12)
H (0.61, 2.00, 2.61)
H (0.51, 3.37, 1.51)
H (1.47, 0.53, 0.96)
H (2.49, 1.94, 1.14)
H (2.57, -0.02, -0.80)
H (3.12, 1.24, -1.88)
N (2.87, -1.05, 2.51)
C (3.90, -1.92, 1.90)
C (3.25, -2.63, 0.71)
O (2.52, -3.61, 0.99)
O (3.39, -2.12, -0.43)
H (3.16, -0.76, 3.43)
H (2.02, -1.60, 2.65)
H (4.29, -2.68, 2.59)
H (4.72, -1.29, 1.55)
C (3.90, -2.54, -4.22)
C (2.83, -3.58, -4.55)
C (1.58, -3.47, -3.69)
N (0.71, -2.37, -4.08)
C (-0.60, -2.40, -4.01)
S (-1.59, -3.68, -3.58)
N (-1.20, -1.16, -4.31)
C (-0.81, -0.13, -5.13)
O (-1.32, 0.97, -5.02)
C (0.19, -0.39, -6.22)
C (1.06, 0.63, -6.56)
C (1.95, 0.47, -7.61)
C (1.95, -0.71, -8.35)
C (1.07, -1.73, -8.02)
C (0.19, -1.57, -6.96)
H (4.78, -2.67, -4.85)
H (4.20, -2.64, -3.17)
H (3.53, -1.53, -4.35)
H (3.24, -4.59, -4.41)
H (2.54, -3.50, -5.61)
H (1.86, -3.27, -2.66)
H (1.00, -4.39, -3.72)
H (1.15, -1.43, -4.02)
H (-2.02, -0.95, -3.75)
H (1.04, 1.54, -5.98)
H (2.65, 1.26, -7.86)
H (2.64, -0.83, -9.17)
H (1.06, -2.65, -8.60)
H (-0.51, -2.37, -6.72)

Calculated values
total charge: -1
LUMO: 2.15 eV
2S+1: 1
highest occupied orbital energy: -0.215 hartree
M: 781.396 g mol⁻¹
HOMO-LUMO gap: 8.015 eV
calculated total energy: -2624.1222 Eh

=====

No. 6
This record from the Open Molecules 2025 dataset describes a single C9H8N2S molecule. The level of theory is wB97M-V/def2-TZVPD.

Positions of all 20 atoms, in Å:
C (3.84, -0.21, 0.48)
C (-2.18, -0.92, 0.22)
C (-2.70, 0.27, 0.60)
C (-0.79, -1.08, 0.06)
C (-1.82, 1.34, 0.75)
C (0.07, -0.03, 0.27)
C (-0.44, 1.25, 0.56)
C (2.51, -0.40, 0.82)
C (1.79, 0.11, -1.32)
N (4.96, -0.10, 0.62)
N (1.51, -0.20, 0.00)
S (0.55, 2.68, 0.41)
H (-2.82, -1.68, -0.03)
H (-3.76, 0.38, 0.77)
H (-0.34, -1.99, -0.22)
H (-2.08, 2.31, 1.17)
H (2.29, -0.45, 1.97)
H (1.08, -0.39, -2.06)
H (1.75, 1.26, -1.41)
H (2.88, -0.33, -1.53)

Calculated values
total charge: 0
LUMO: -2.40 eV
2S+1: 1
highest occupied orbital energy: -0.253 hartree
M: 176.244 g mol⁻¹
HOMO-LUMO gap: 4.489 eV
calculated total energy: -855.3126 Eh

=====

No. 7
This record from the Open Molecules 2025 dataset describes a single C11H12Cl2N2 molecule. The level of theory is wB97M-V/def2-TZVPD.

Positions of all 27 atoms, in Å:
C (-2.66, -1.76, -0.71)
C (-1.63, -0.51, -2.14)
C (-1.89, -0.89, 0.00)
C (1.22, 2.69, 0.02)
C (2.15, 1.96, 0.53)
C (-0.17, 2.20, -0.32)
C (-0.48, 0.93, -0.51)
C (2.26, 0.52, 0.86)
C (1.76, -0.39, -0.14)
C (-2.00, -0.53, 1.48)
C (1.40, -1.81, 0.15)
N (-2.46, -1.52, -2.05)
N (-1.33, -0.03, -0.86)
Cl (-1.27, 3.48, -0.54)
Cl (2.33, -0.29, -1.71)
H (-3.36, -2.60, -0.56)
H (-1.25, -0.17, -3.09)
H (1.36, 3.68, -0.35)
H (3.03, 2.56, 0.84)
H (3.32, 0.28, 1.20)
H (1.64, 0.33, 1.66)
H (-2.47, 0.39, 1.72)
H (-2.49, -1.32, 1.98)
H (-1.01, -0.55, 1.92)
H (2.20, -2.50, -0.12)
H (0.54, -2.13, -0.42)
H (1.28, -2.04, 1.15)

Calculated values
total charge: 0
LUMO (alpha / beta): -0.01 / -0.35 eV
2S+1: 1
highest occupied orbital energy (alpha / beta): -0.284 / -0.285 hartree
M: 243.137 g mol⁻¹
HOMO-LUMO gap (alpha / beta): 7.718 / 7.409 eV
calculated total energy: -1456.0670 Eh

=====

No. 8
This record from the Open Molecules 2025 dataset describes a molecular structure, C64H88BrN2O2P3RuS2Si. The level of theory is wB97M-V/def2-TZVPD.

Positions of all 164 atoms, in Å:
Ru (-0.22, 0.99, 1.11)
S (-1.88, -1.61, 0.90)
C (-2.77, -2.69, -0.07)
N (-4.05, -3.01, 0.06)
C (-4.55, -4.15, -0.70)
C (-3.90, -4.20, -2.08)
N (-2.45, -4.15, -1.96)
C (-1.64, -4.90, -2.91)
C (-1.46, -6.33, -2.47)
C (-2.09, -7.37, -3.14)
C (-1.88, -8.68, -2.74)
C (-1.05, -8.96, -1.66)
C (-0.45, -7.92, -0.97)
C (-0.65, -6.61, -1.38)
C (-1.94, -3.40, -1.00)
S (-0.30, -3.15, -0.68)
C (-4.96, -2.45, 1.03)
C (-6.25, -1.99, 0.40)
C (-6.25, -1.24, -0.76)
C (-7.44, -0.82, -1.32)
C (-8.65, -1.17, -0.73)
C (-8.66, -1.93, 0.43)
C (-7.46, -2.33, 0.99)
H (-5.63, -4.05, -0.80)
H (-4.34, -5.08, -0.15)
H (-4.24, -3.36, -2.69)
H (-4.18, -5.13, -2.58)
H (-0.67, -4.40, -2.96)
H (-2.13, -4.84, -3.88)
H (-2.72, -7.17, -3.99)
H (-2.35, -9.49, -3.28)
H (-0.87, -9.98, -1.36)
H (0.18, -8.12, -0.12)
H (-0.15, -5.81, -0.85)
H (-4.46, -1.62, 1.52)
H (-5.18, -3.22, 1.78)
H (-5.31, -0.98, -1.24)
H (-7.44, -0.22, -2.22)
H (-9.58, -0.85, -1.18)
H (-9.59, -2.21, 0.89)
H (-7.47, -2.92, 1.90)
O (1.92, 1.48, 0.04)
P (3.05, 1.86, 0.94)
C (3.00, 3.63, 1.45)
P (1.41, 3.87, 2.36)
O (0.83, 2.53, 2.67)
C (0.36, 4.76, 1.16)
C (-0.29, 4.01, 0.18)
C (-1.03, 4.64, -0.81)
C (-1.14, 6.02, -0.83)
C (-0.53, 6.77, 0.17)
C (0.21, 6.15, 1.16)
C (1.80, 4.77, 3.89)
C (1.42, 4.20, 5.10)
C (1.72, 4.86, 6.28)
C (2.39, 6.07, 6.25)
C (2.78, 6.63, 5.05)
C (2.49, 5.98, 3.86)
C (3.05, 0.89, 2.47)
C (2.18, -0.19, 2.60)
C (2.24, -0.98, 3.73)
C (3.15, -0.69, 4.74)
C (4.01, 0.39, 4.62)
C (3.97, 1.17, 3.47)
C (4.71, 1.57, 0.26)
C (5.27, 0.32, 0.48)
C (6.58, 0.08, 0.12)
C (7.33, 1.08, -0.47)
C (6.76, 2.31, -0.74)
C (5.45, 2.57, -0.37)
H (3.06, 4.26, 0.56)
H (3.86, 3.83, 2.09)
H (-0.20, 2.90, 0.15)
H (-1.52, 4.04, -1.56)
H (-1.69, 6.51, -1.61)
H (-0.64, 7.84, 0.18)
H (0.66, 6.74, 1.94)
H (0.90, 3.26, 5.12)
H (1.44, 4.42, 7.23)
H (2.62, 6.59, 7.18)
H (3.31, 7.57, 5.03)
H (2.80, 6.41, 2.92)
H (1.46, -0.42, 1.78)
H (1.59, -1.84, 3.83)
H (3.19, -1.29, 5.63)
H (4.72, 0.62, 5.40)
H (4.66, 2.00, 3.36)
H (4.67, -0.45, 0.95)
H (7.03, -0.89, 0.32)
H (8.36, 0.90, -0.74)
H (7.34, 3.09, -1.22)
H (5.01, 3.53, -0.57)
C (-0.11, -2.11, -5.05)
C (1.09, -1.25, -5.45)
C (0.56, 0.03, -6.09)
C (1.94, -2.03, -6.45)
Si (2.22, -0.87, -3.87)
Br (0.65, -0.22, -2.29)
C (3.34, 0.72, -4.19)
C (2.53, 2.01, -4.16)
C (4.11, 0.58, -5.51)
C (4.35, 0.80, -3.05)
C (3.12, -2.41, -3.06)
C (4.40, -2.79, -3.81)
C (2.20, -3.64, -3.07)
C (3.48, -2.14, -1.60)
H (-0.75, -2.24, -5.92)
H (-0.70, -1.65, -4.26)
H (0.21, -3.10, -4.72)
H (-0.10, -0.23, -6.92)
H (1.35, 0.64, -6.51)
H (-0.02, 0.62, -5.39)
H (1.34, -2.25, -7.34)
H (2.26, -2.98, -6.04)
H (2.81, -1.48, -6.77)
H (1.70, 2.02, -4.86)
H (3.18, 2.84, -4.43)
H (2.14, 2.20, -3.16)
H (3.46, 0.66, -6.38)
H (4.66, -0.35, -5.56)
H (4.84, 1.40, -5.58)
H (3.85, 0.83, -2.09)
H (4.93, 1.72, -3.15)
H (5.05, -0.03, -3.06)
H (4.21, -3.05, -4.85)
H (4.84, -3.67, -3.34)
H (5.15, -2.00, -3.78)
H (2.03, -4.01, -4.08)
H (1.25, -3.42, -2.60)
H (2.67, -4.45, -2.51)
H (4.24, -1.37, -1.51)
H (3.89, -3.04, -1.15)
H (2.61, -1.84, -1.01)
C (-4.89, 1.47, 2.88)
C (-3.66, 1.05, 2.10)
C (-3.69, 1.53, 0.65)
P (-1.99, 1.48, 2.84)
C (-1.64, 0.14, 4.10)
C (-0.37, 0.49, 4.87)
C (-2.77, -0.27, 5.05)
C (-2.07, 3.17, 3.65)
C (-2.74, 3.26, 5.02)
C (-2.68, 4.20, 2.69)
H (-5.78, 1.02, 2.44)
H (-5.02, 2.55, 2.84)
H (-4.83, 1.15, 3.92)
H (-3.61, -0.05, 2.08)
H (-3.76, 2.62, 0.60)
H (-4.57, 1.13, 0.14)
H (-2.78, 1.21, 0.11)
H (-1.42, -0.73, 3.44)
H (-0.57, 1.17, 5.68)
H (0.37, 0.93, 4.21)
H (0.06, -0.41, 5.30)
H (-3.06, 0.55, 5.69)
H (-2.39, -1.07, 5.69)
H (-3.64, -0.64, 4.51)
H (-1.01, 3.42, 3.77)
H (-3.79, 2.98, 4.97)
H (-2.69, 4.30, 5.35)
H (-2.24, 2.66, 5.77)
H (-3.76, 4.20, 2.77)
H (-2.39, 4.01, 1.66)
H (-2.34, 5.20, 2.95)

Calculated values
total charge: +3
LUMO (alpha / beta): -8.62 / -9.23 eV
expectation value of S²: 8.77
2S+1: 6
highest occupied orbital energy (alpha / beta): -0.534 / -0.534 hartree
M: 1283.536 g mol⁻¹
HOMO-LUMO gap (alpha / beta): 5.909 / 5.296 eV
calculated total energy: -7529.6058 Eh